{"formula": "C59H104Cl6O45", "method": "ωB97M-V/def2-TZVPD", "elements": ["Cl", "C", "C", "Cl", "H", "H", "H", "H", "Cl", "C", "C", "Cl", "H", "H", "H", "H", "Cl", "C", "C", "Cl", "H", "H", "H", "H", "C", "C", "O", "C", "O", "O", "H", "H", "H", "H", "C", "C", "O", "C", "O", "O", "H", "H", "H", "H", "C", "C", "O", "C", "O", "O", "H", "H", "H", "H", "C", "C", "O", "C", "O", "O", "H", "H", "H", "H", "C", "C", "O", "C", "O", "O", "H", "H", "H", "H", "C", "C", "O", "C", "O", "O", "H", "H", "H", "H", "C", "C", "O", "C", "O", "O", "H", "H", "H", "H", "C", "C", "O", "C", "O", "O", "C", "H", "H", "H", "H", "H", "H", "H", "H", "C", "C", "O", "C", "O", "O", "C", "H", "H", "H", "H", "H", "H", "H", "H", "C", "C", "O", "C", "O", "O", "C", "H", "H", "H", "H", "H", "H", "H", "H", "C", "C", "O", "C", "O", "O", "C", "H", "H", "H", "H", "H", "H", "H", "H", "C", "C", "O", "C", "O", "O", "C", "H", "H", "H", "H", "H", "H", "H", "H", "C", "C", "O", "C", "O", "O", "C", "H", "H", "H", "H", "H", "H", "H", "H", "C", "C", "O", "C", "O", "O", "C", "H", "H", "H", "H", "H", "H", "H", "H", "C", "C", "O", "C", "O", "O", "C", "H", "H", "H", "H", "H", "H", "H", "H"], "coordinates": [[13.631460, 4.121830, -9.752250], [14.255310, 2.651970, -8.996380], [15.252790, 1.973270, -9.880950], [15.854820, 0.504640, -9.067760], [13.438730, 1.937570, -8.891910], [14.620700, 2.966780, -8.018890], [16.082040, 2.616860, -10.174610], [14.756580, 1.717350, -10.817100], [14.812980, -2.784630, -5.932530], [15.088970, -4.301380, -6.787800], [15.334150, -4.027210, -8.273420], [13.885520, -3.377290, -9.026790], [14.141210, -4.833670, -6.868590], [15.814560, -4.806070, -6.149910], [15.602860, -4.934990, -8.813640], [16.083700, -3.237810, -8.329280], [9.441460, -2.023800, -8.319140], [10.953170, -2.103360, -7.363810], [11.815000, -0.888830, -7.512300], [10.965720, 0.601560, -7.131620], [11.476960, -2.986150, -7.730450], [10.710350, -2.325780, -6.324740], [12.093000, -0.899360, -8.566200], [12.757040, -0.973840, -6.970610], [16.356620, 0.445580, -6.011900], [16.770500, 0.840200, -4.555890], [15.502950, 0.936970, -3.909750], [14.519920, 1.024220, -4.823750], [13.349890, 1.307000, -4.506820], [15.006670, 0.913950, -6.092930], [16.681080, -0.576350, -6.208090], [17.053830, 1.032900, -6.609430], [17.253750, 1.815740, -4.609560], [17.326340, 0.071910, -4.018420], [15.358100, 8.690830, -7.523100], [14.435390, 7.570330, -7.090590], [13.254890, 7.793610, -7.797950], [13.366980, 8.937600, -8.567360], [12.475210, 9.420500, -9.345540], [14.540040, 9.562430, -8.225210], [16.202590, 8.328120, -8.109100], [15.755720, 9.176220, -6.631820], [14.251140, 7.563500, -6.016300], [14.687680, 6.594060, -7.504540], [21.058600, 0.795510, -13.194740], [20.104800, 1.775850, -13.839800], [19.319250, 2.149720, -12.769610], [19.406280, 1.316350, -11.786280], [18.677360, 1.227490, -10.821290], [20.478360, 0.537180, -12.014210], [21.999470, 1.312410, -13.005850], [21.153680, -0.046170, -13.880770], [19.493200, 1.333270, -14.626030], [20.595420, 2.669230, -14.226150], [9.301410, 2.384640, -10.335340], [8.879470, 1.933860, -11.714580], [9.915940, 1.050070, -11.954820], [10.963600, 1.395490, -11.233540], [12.044060, 0.845760, -11.375830], [10.604050, 2.310490, -10.288240], [8.895280, 1.809780, -9.503050], [8.996960, 3.429540, -10.275410], [8.725710, 2.898220, -12.198810], [7.897160, 1.479760, -11.584350], [21.432010, 2.139810, -3.476470], [21.150780, 3.475260, -4.167290], [20.301110, 3.084460, -5.142970], [20.195990, 1.691440, -5.259410], [19.521160, 1.085470, -6.069430], [21.003420, 1.097570, -4.327310], [21.140390, 2.030290, -2.431920], [22.487550, 1.974120, -3.692080], [22.022360, 3.850860, -4.703380], [20.752190, 4.232730, -3.492400], [13.694480, 2.100750, -14.177710], [12.305810, 2.768220, -14.231340], [12.261690, 3.277040, -15.560370], [13.483860, 3.134910, -16.160750], [13.946930, 3.784590, -17.121620], [14.260140, 2.397110, -15.470440], [13.619470, 1.060520, -13.860840], [14.277340, 2.560740, -13.379730], [12.232960, 3.567170, -13.493470], [11.467990, 2.081510, -14.110580], [14.524130, -1.292420, -11.697180], [15.805770, -2.082580, -11.499370], [16.644740, -1.809240, -12.641760], [16.281800, -0.594690, -13.043370], [16.882280, 0.082230, -13.854620], [15.057140, -0.254950, -12.528970], [14.164930, -1.033230, -10.701240], [13.695110, -1.878220, -12.094250], [15.748320, -3.156990, -11.324900], [16.317990, -1.670970, -10.629710], [22.055110, 2.085900, -8.511700], [21.529790, 2.913880, -9.802070], [22.423930, 4.002520, -10.001040], [22.107340, 5.304550, -9.745980], [20.935040, 5.663920, -9.464290], [23.253050, 6.032620, -9.817890], [23.359010, 7.275240, -9.197060], [23.091880, 1.782690, -8.657520], [21.656050, 1.124250, -8.189070], [21.903600, 2.691810, -7.618380], [20.500480, 3.267450, -9.741800], [21.606050, 2.153790, -10.579590], [23.835170, 8.044000, -9.805650], [24.132540, 7.214270, -8.431530], [22.453470, 7.665690, -8.732700], [21.053090, -2.014780, -8.009360], [19.833010, -1.481070, -8.786350], [19.669510, -2.071730, -10.081080], [18.883280, -3.121740, -10.244840], [18.220600, -3.608760, -9.350280], [18.876450, -3.517370, -11.545960], [19.816350, -3.095550, -12.510810], [21.986340, -1.707770, -8.481470], [21.058450, -3.104620, -7.991580], [21.124150, -1.695130, -6.969710], [19.878300, -0.400410, -8.921400], [18.955440, -1.611870, -8.153220], [19.452930, -3.080860, -13.538340], [20.662200, -3.783040, -12.510690], [20.151060, -2.072160, -12.341270], [10.260280, 12.040730, -10.837840], [9.266410, 11.333100, -9.873300], [9.503460, 9.942810, -9.799100], [9.125130, 9.053690, -10.731950], [8.838710, 9.389280, -11.890630], [9.180370, 7.778630, -10.308670], [9.329340, 7.398880, -9.003570], [11.296720, 11.904620, -10.529010], [10.072350, 13.097530, -11.027460], [10.257340, 11.672080, -11.863600], [8.276140, 11.558700, -10.268990], [9.160810, 11.792220, -8.890360], [10.271530, 7.728000, -8.565320], [9.326840, 6.308980, -8.989750], [8.520080, 7.775640, -8.378070], [16.236160, 5.932020, -4.094550], [15.385510, 4.839450, -4.779270], [15.746540, 4.674820, -6.253320], [16.811270, 4.012870, -6.594530], [17.670540, 3.569910, -5.819370], [16.899610, 4.040710, -7.919040], [18.001580, 3.562410, -8.664830], [16.234040, 6.792650, -4.763440], [17.269870, 5.706430, -3.832510], [15.811310, 6.174580, -3.120500], [14.354490, 5.171970, -4.658700], [15.491070, 3.902650, -4.232140], [18.840400, 4.248550, -8.547780], [17.912810, 3.579760, -9.751070], [18.193890, 2.546500, -8.319800], [11.625920, 3.953370, -5.805310], [11.395900, 5.433770, -6.057270], [10.558410, 6.066650, -5.153830], [9.231410, 5.968750, -5.208220], [8.572100, 5.115180, -5.838430], [8.701960, 6.945330, -4.474590], [7.366570, 6.876550, -4.067410], [10.753030, 3.310340, -5.917930], [12.004890, 3.709630, -4.812810], [12.390850, 3.610790, -6.502180], [10.970050, 5.446940, -7.060550], [12.296620, 6.047420, -6.041400], [6.718130, 7.024820, -4.930910], [7.076730, 7.722490, -3.444130], [7.121040, 5.971260, -3.512190], [12.631820, 6.942880, -11.693640], [13.104730, 7.854650, -12.883730], [11.959750, 8.494150, -13.444090], [11.114970, 7.954760, -14.337450], [9.950940, 8.300530, -14.501560], [11.805210, 7.112220, -15.150990], [11.353530, 6.492310, -16.328040], [13.413930, 6.431120, -11.132820], [11.905600, 6.206830, -12.038500], [12.023510, 7.442530, -10.939710], [13.723400, 7.284980, -13.577150], [13.679550, 8.645600, -12.402000], [10.747940, 7.177600, -16.921120], [10.748760, 5.595040, -16.196680], [12.200750, 6.151530, -16.923190], [17.977130, 7.791060, -10.177170], [16.722250, 6.808530, -10.125300], [16.857360, 5.609360, -10.822340], [16.987810, 5.591990, -12.146960], [16.889940, 6.595670, -12.878530], [17.043450, 4.264590, -12.531200], [16.796330, 3.925960, -13.936640], [18.008810, 8.108120, -11.219560], [18.804290, 7.112540, -9.968570], [17.945370, 8.620640, -9.470840], [15.810360, 7.300560, -10.463630], [16.469510, 6.419270, -9.139040], [17.665630, 4.269610, -14.497280], [15.828070, 4.241980, -14.324840], [16.687590, 2.841450, -13.926630], [10.984420, -2.749920, -11.529330], [11.592380, -3.875800, -12.355970], [12.655690, -4.484530, -11.669890], [13.708460, -5.145250, -12.273160], [13.946350, -5.175650, -13.467090], [14.577420, -5.542700, -11.278880], [15.721620, -6.374230, -11.731730], [10.026820, -2.337290, -11.846880], [11.742160, -1.967890, -11.480540], [10.785510, -2.994560, -10.485930], [11.917240, -3.374460, -13.267690], [10.943130, -4.696400, -12.661210], [16.496250, -5.676140, -12.049090], [15.537230, -7.129620, -12.495590], [16.020550, -6.853260, -10.799380]], "forces_ev_per_a": [[-0.144, 0.315, -0.350], [-0.414, -0.501, 0.662], [0.300, 0.675, -0.843], [0.004, 0.073, -0.323], [-0.273, 0.318, 0.303], [0.125, -0.330, -0.180], [0.142, -0.194, 0.342], [-0.006, -0.446, 0.108], [-0.269, 0.620, 0.378], [-1.163, -0.298, -0.809], [1.398, 0.393, 0.968], [-0.532, 0.159, -0.106], [-0.020, -0.263, 1.013], [0.189, -0.303, -0.872], [0.164, 0.199, 0.065], [0.191, -0.406, -0.494], [0.017, 0.110, 0.162], [-0.039, -0.892, 0.746], [0.313, -0.514, -1.151], [0.055, 0.339, 0.134], [0.141, 0.186, -0.089], [-0.328, 0.263, -0.052], [0.066, 0.603, -0.137], [-0.270, 0.060, 0.351], [2.712, 1.270, 1.358], [-0.518, -0.616, -0.866], [-0.644, 0.084, 0.018], [-2.935, 1.643, 1.249], [3.585, -1.174, -1.492], [-0.114, -1.037, 0.526], [-1.494, -0.413, -0.220], [-0.686, 0.202, -0.493], [0.034, -0.134, 0.480], [0.219, 0.218, -0.225], [1.092, -0.680, 1.325], [0.355, -1.287, -0.413], [-1.799, 2.147, -1.950], [-3.552, 1.954, -1.560], [4.600, -2.661, 3.802], [-1.410, 0.363, -1.599], [-0.170, 0.185, -0.211], [0.052, 0.326, -0.178], [-0.103, -0.139, -0.047], [0.893, -0.170, 0.856], [1.475, 1.315, -2.761], [0.606, 0.427, -1.528], [-2.166, 2.275, -0.070], [-0.968, -1.124, 1.939], [1.181, 0.256, -1.183], [-0.895, -2.328, 3.165], [0.418, -0.403, -0.210], [0.342, -0.387, 0.579], [-0.152, -0.024, 0.087], [-0.003, -0.098, -0.089], [-5.374, 1.924, 1.356], [-2.011, 1.001, 2.742], [-0.103, -0.632, -2.418], [2.755, -1.347, 0.818], [-1.412, 1.499, 0.511], [5.788, -1.252, -1.315], [-0.426, -0.094, -0.002], [-0.134, 0.046, 0.721], [0.843, -0.617, -1.678], [0.253, -0.537, -0.660], [3.382, -0.018, 0.073], [1.210, -0.396, 1.071], [-2.971, -2.311, -2.644], [-0.811, -0.162, -0.917], [1.475, 1.466, 1.521], [-2.637, 0.736, -1.027], [-0.148, -0.138, -0.276], [0.568, 0.404, 1.748], [0.375, 0.285, 0.571], [-0.260, -0.011, -0.207], [-0.788, 0.182, 1.093], [0.312, -0.466, -0.173], [0.260, 0.554, -1.136], [0.432, 4.373, -2.875], [-2.560, -2.002, 2.162], [1.562, -2.769, 2.527], [0.300, -0.159, -0.990], [0.374, 0.205, -0.340], [-0.116, 0.210, -0.207], [0.141, -0.073, 0.046], [0.997, -1.421, 0.431], [0.538, -1.005, 1.041], [-0.436, 0.292, 0.435], [-0.148, 0.680, -1.689], [-0.769, -0.672, 1.427], [-0.207, 0.628, -0.044], [0.214, 1.073, -0.236], [0.244, 0.304, -0.999], [-0.262, 0.082, -0.428], [0.116, 0.060, 0.033], [-0.366, 0.982, -0.292], [-0.019, -1.777, 1.979], [0.982, 1.210, -0.392], [-3.019, -0.495, 1.038], [4.036, -0.433, -0.796], [-1.394, -1.710, -0.651], [0.711, 1.549, 1.260], [0.281, 0.784, -0.071], [-1.108, -0.011, -0.898], [0.482, 0.301, -0.005], [0.142, -0.081, 0.252], [0.238, 0.756, -0.607], [-0.639, -0.244, -0.901], [-0.204, -0.542, 0.473], [-0.164, -0.300, -0.334], [0.172, -0.210, -0.791], [-0.011, 0.312, 1.562], [0.768, 0.468, -0.072], [-0.047, 0.346, 0.103], [0.352, -0.196, -1.444], [-1.238, -0.757, 1.104], [1.180, 0.809, -0.268], [0.030, 0.032, -0.158], [-0.155, -0.073, -0.054], [-0.489, 0.295, -0.078], [0.246, -0.111, -0.431], [-0.241, -0.407, -0.351], [-0.910, -0.400, 0.350], [0.127, 0.078, 0.208], [0.098, -0.120, 0.323], [0.461, -0.271, 0.025], [-0.449, 1.465, -2.385], [-0.085, -1.145, 1.592], [-0.177, 2.065, -2.858], [0.322, -1.446, 3.172], [-0.335, 0.937, -2.670], [0.411, -0.247, 2.080], [-0.014, 0.150, 0.344], [-0.217, 0.181, 0.773], [-0.509, -0.727, 0.191], [-0.278, -0.589, -0.392], [0.964, -0.559, 0.307], [0.129, 0.169, -0.083], [-0.155, 0.041, -0.020], [-0.105, -0.052, 0.065], [0.058, -0.283, -0.424], [1.635, 0.165, 0.120], [-2.490, 0.859, 2.137], [3.521, -0.572, 0.993], [-1.777, 0.441, -1.397], [-1.629, 0.665, -0.712], [1.522, -0.458, 0.592], [0.011, 0.285, 0.300], [0.031, -0.497, -0.596], [-0.498, 0.197, -0.194], [-0.070, -0.282, -1.040], [0.060, -0.230, -0.497], [0.300, -0.201, 0.685], [-1.292, -0.056, 0.225], [0.522, 0.066, -0.173], [0.612, -0.272, 0.647], [0.132, -1.548, -1.443], [-1.451, 1.274, 1.444], [-1.714, -2.329, -1.683], [1.838, 2.189, 1.524], [1.378, 0.335, 0.578], [-1.645, 0.159, -0.423], [-0.179, 0.423, -0.281], [0.133, 0.269, 0.160], [-0.015, -0.079, -0.148], [-0.068, 0.577, -0.156], [0.096, -0.334, -0.067], [-0.103, -0.636, -0.154], [0.898, 0.115, 0.226], [0.150, -0.150, -0.308], [-0.703, 0.041, -0.495], [-0.399, -1.027, 2.058], [-0.760, 0.290, 0.045], [-1.360, 0.339, -1.747], [2.577, -0.850, 0.504], [0.928, -0.228, 1.183], [-1.129, -0.002, -0.962], [0.336, 0.044, -0.417], [0.266, -0.444, -0.404], [0.292, 0.774, -0.146], [-0.255, 0.239, -0.240], [0.059, 0.196, -0.533], [0.055, 0.165, 0.015], [-0.091, 0.050, 0.667], [0.282, 0.355, 0.339], [-1.323, -2.239, -0.521], [-0.173, 1.899, 0.915], [1.167, -1.430, -0.960], [-1.578, 1.023, -2.216], [0.625, -2.851, 1.640], [-0.433, 1.757, 0.187], [0.285, -0.239, 0.878], [0.301, 0.348, 0.222], [0.423, 0.425, 0.058], [-0.182, -0.152, -0.119], [-0.005, 0.286, -0.298], [0.405, 0.310, 0.312], [-0.411, -0.076, -0.334], [0.256, 0.859, 0.173], [0.613, -0.044, 0.018], [0.430, -0.273, 1.180], [-0.824, 0.221, -1.463], [2.350, -1.254, 0.853], [0.399, 1.859, -0.327], [-0.688, -0.457, 1.702], [-1.048, -0.841, -1.715], [-0.235, 1.016, 0.905], [0.251, -0.141, -0.698], [-0.297, 0.338, -0.101], [0.152, -0.519, 0.008], [0.406, -0.384, -0.281], [-0.513, 0.289, 0.105], [0.048, -0.198, -0.137], [-0.561, 0.365, 0.020], [0.125, -0.038, -0.194]], "e_homo_ev": -9.476, "orbital_gap_ev": 9.5104}